No. 1
ORCA calculation (ωB97M-V with the def2-TZVPD basis set) on a cluster of 2 separate species, C4H13NO in total at a distorted geometry.

The geometry in ORCA input format:
```
! RIJCOSX wB97M-V def2-TZVPD def2/J DEFGRID3
* xyz -1 2
H 1.37013 1.51402 0.46956
N -0.02286 -0.41563 -0.21740
H -1.13831 -0.71832 1.50277
H -1.80739 1.87155 1.59120
O 2.20981 1.51682 0.23325
C 0.79561 -1.61492 0.07499
H -0.99797 2.13859 0.09910
H 0.35317 -2.62151 0.00851
H 1.24961 -1.48374 1.08878
H -0.67028 -1.64688 -1.78733
H -2.01456 -0.16091 0.17371
C -1.07170 0.02991 0.66930
H -1.28300 0.09109 -2.05286
H 2.53188 0.66304 0.05438
H -0.17693 1.70848 1.66689
C -0.95950 1.51785 1.00609
H 1.65283 -1.50508 -0.60818
C -0.47097 -0.56827 -1.71949
H 0.45045 -0.31607 -2.25327
*
```

Output
- <S²>: 0.750
- Frontier orbital gap (alpha / beta): 2.77 / 8.86 eV
- Energy above the lowest of the compared OMol25 structures with the same formula, charge and spin: 1.612 eV
- HOMO (alpha / beta): 1.3 / -4.8 eV
- Total energy: -290.0833 Eh
- Max |F|: 6.80 eV Å⁻¹

---

No. 2
ORCA calculation (ωB97M-V with the def2-TZVPD basis set) on a cluster of 2 separate species, C4H13NO in total at a distorted geometry.

The geometry in ORCA input format:
```
! RIJCOSX wB97M-V def2-TZVPD def2/J DEFGRID3
* xyz -1 2
C -0.81901 -0.23084 1.09391
H 0.51339 1.14599 2.33851
H 0.48241 0.99764 -2.00484
H 0.73476 -0.68335 2.61888
C 0.03620 0.14503 2.52253
H -0.40247 -1.35906 -2.06444
C -0.81074 -0.69174 -1.35094
H 3.40566 0.07508 -0.35850
N 0.01882 -0.64164 -0.03559
H -0.97060 0.78747 -3.06766
H -1.02401 1.51389 -1.34884
H -0.73872 0.25121 3.32057
H -1.37803 -1.13341 1.39604
H -1.43135 0.68442 0.87486
O 2.73413 0.75225 -0.35024
C -0.66381 0.72132 -2.00144
H 0.36728 -1.61000 0.10678
H -1.93714 -0.90349 -1.39348
H 1.88321 0.17924 -0.29610
*
```

Output
- <S²>: 0.750
- Frontier orbital gap (alpha / beta): 2.97 / 9.55 eV
- Energy above the lowest of the compared OMol25 structures with the same formula, charge and spin: 1.344 eV
- HOMO (alpha / beta): 1.3 / -5.4 eV
- Total energy: -290.0931 Eh
- Max |F|: 3.55 eV Å⁻¹

---

No. 3
ORCA calculation (ωB97M-V with the def2-TZVPD basis set) on a cluster of 2 separate species, C4H13NO in total at a distorted geometry.

The geometry in ORCA input format:
```
! RIJCOSX wB97M-V def2-TZVPD def2/J DEFGRID3
* xyz 0 1
C 1.79712 0.19845 0.51193
C -2.32614 -0.05716 -0.50314
H -1.04302 -1.63645 -1.45916
H -3.14185 0.36679 1.39444
H -3.39874 -0.08863 -0.91014
C -1.65924 -1.52101 -0.55633
H 0.78782 0.59910 0.82382
H 3.57220 1.12466 0.85344
H 2.38116 2.20803 0.15127
C -2.19536 0.54977 0.91487
H 2.33503 -0.47342 1.14599
H -2.08132 1.57272 1.06851
H -1.70897 0.53421 -1.18514
H -2.43768 -2.34472 -0.64414
H -1.13559 -1.84065 0.43579
H -1.24294 0.17830 1.45781
O 1.50722 -0.50101 -0.68353
N 2.77689 1.25589 0.22093
H 1.91965 -0.00341 -1.41476
*
```

Output
- Frontier orbital gap: 10.85 eV
- Energy above the lowest of the compared OMol25 structures with the same formula, charge and spin: 1.638 eV
- HOMO: -9.9 eV
- SMILES: CCC.NCO
- Total energy: -290.1368 Eh
- Max |F|: 2.38 eV Å⁻¹

---

No. 4
ORCA calculation (ωB97M-V with the def2-TZVPD basis set) on a cluster of 2 separate species, C4H13NO in total at a distorted geometry.

The geometry in ORCA input format:
```
! RIJCOSX wB97M-V def2-TZVPD def2/J DEFGRID3
* xyz 0 1
H 2.24154 1.36556 -1.72505
H 0.99154 2.26347 0.95160
H -2.37787 0.73750 2.07348
H 2.05090 0.01681 -2.43102
C 0.56517 1.31369 0.62897
C 1.87942 0.41345 -1.46388
H -1.75625 -0.61999 1.37810
H -0.38255 1.28583 1.16042
H -1.11298 -2.17784 0.09459
H 0.55912 -2.48335 -0.44333
H 2.56587 0.07148 -0.70376
O -2.11070 -0.09964 2.20475
C 0.47296 0.68061 -0.91760
H 0.07811 1.52922 -1.44899
N -0.49739 -0.56805 -0.91619
C -0.14072 -1.67415 0.01680
H 1.29477 0.60800 1.12296
H 0.01851 -1.31944 1.06193
H -0.46444 -0.90544 -1.90134
*
```

Output
- Frontier orbital gap: 10.00 eV
- Energy above the lowest of the compared OMol25 structures with the same formula, charge and spin: 2.436 eV
- HOMO: -9.0 eV
- SMILES: CNC(C)C.O
- Total energy: -290.1074 Eh
- Max |F|: 7.17 eV Å⁻¹